Version w
Computed, not measured: the molecule C2H3IOS, with wB97M-V/def2-TZVPD.

For the HOMO energy (alpha / beta), the calculation gives -0.3332 / -0.3282 hartree. For the lowest unoccupied orbital energy (alpha / beta), the calculation gives -1.25 / -2.03 eV.

```
! RIJCOSX wB97M-V def2-TZVPD def2/J DEFGRID3
* xyz 0 1
C 0.39 -0.13 -1.43
C 0.41 1.19 -1.33
O 0.35 1.94 -0.16
S -0.63 -2.71 2.11
I -0.34 -1.78 -0.54
H 0.77 1.70 -2.18
H -0.79 -1.76 3.05
H -0.16 1.55 0.47
*
```

Version x
Computed, not measured: a 2-piece molecular cluster, C2H3IOS overall, with wB97M-V/def2-TZVPD.

For the HOMO energy, the calculation gives -0.3470 hartree. For the lowest unoccupied orbital energy, the calculation gives 0.15 eV.

```
! RIJCOSX wB97M-V def2-TZVPD def2/J DEFGRID3
* xyz 0 1
O -2.22 -1.95 1.28
C -2.20 -2.91 0.63
S -2.40 -4.05 -0.38
C 1.14 1.95 -0.40
I 2.81 0.57 0.29
H 0.27 1.27 -0.39
H 1.02 2.76 0.36
H 1.59 2.36 -1.40
*
```

Most stable structure - version x; separation to the second - 4.602 eV.

Version w
Computed, not measured: the molecule C2H3IOS, with wB97M-V/def2-TZVPD.

For the HOMO energy (alpha / beta), the calculation gives -0.2943 / -0.2946 hartree. For the lowest unoccupied orbital energy (alpha / beta), the calculation gives -1.01 / -1.00 eV.

```
! RIJCOSX wB97M-V def2-TZVPD def2/J DEFGRID3
* xyz 0 1
C 0.74 -1.08 0.02
C -1.52 0.34 -0.18
O -0.53 -0.80 -0.12
S 2.24 -0.99 0.41
I 4.26 0.96 0.49
H -2.34 -0.03 0.46
H -1.81 0.37 -1.34
H -1.04 1.23 0.27
*
```

Version x
Computed, not measured: C2H3IOS as an isolated structure, with wB97M-V/def2-TZVPD.

For the HOMO energy, the calculation gives -0.3217 hartree. For the lowest unoccupied orbital energy, the calculation gives 0.01 eV.

```
! RIJCOSX wB97M-V def2-TZVPD def2/J DEFGRID3
* xyz 0 1
C -1.09 0.27 -0.55
C 1.07 -0.20 0.18
O 0.16 0.06 -0.77
S -2.15 0.68 -1.69
I -1.91 -0.05 1.46
H 0.57 -0.66 0.94
H 1.45 0.69 0.58
H 1.90 -0.79 -0.15
*
```

Version y
Computed, not measured: the molecule C2H3IOS, with wB97M-V/def2-TZVPD.

For the HOMO energy (alpha / beta), the calculation gives -0.3019 / -0.3151 hartree. For the lowest unoccupied orbital energy (alpha / beta), the calculation gives -0.96 / -1.39 eV.

```
! RIJCOSX wB97M-V def2-TZVPD def2/J DEFGRID3
* xyz 0 1
C -0.81 -0.72 0.18
C 0.29 -1.21 -0.34
O 1.48 -0.57 -0.31
S -2.20 2.52 -0.05
I -2.69 -0.18 -0.04
H 0.43 -2.23 -0.69
H -2.44 2.58 1.26
H 1.36 0.36 -0.09
*
```

Most stable structure - version x; separation to the second - 1.740 eV.

Version w
Computed, not measured: C43H49N2O5PSSbSr as an isolated structure, with wB97M-V/def2-TZVPD.

For the HOMO energy, the calculation gives -0.1766 hartree. For the lowest unoccupied orbital energy, the calculation gives 2.48 eV.

```
! RIJCOSX wB97M-V def2-TZVPD def2/J DEFGRID3
* xyz -1 1
Sr 0.81 0.30 -1.00
O 2.57 1.54 -0.48
C 3.82 1.73 -0.25
C 4.57 2.73 -0.93
C 5.89 2.97 -0.61
C 6.55 2.24 0.38
C 5.85 1.24 1.02
C 4.51 0.96 0.72
C 3.89 -0.17 1.41
N 2.72 -0.63 1.21
C 2.33 -1.79 2.00
C 1.27 -2.58 1.24
N 0.17 -1.71 0.89
C -0.91 -1.83 1.55
C -2.14 -1.06 1.37
C -3.14 -1.24 2.33
C -4.36 -0.61 2.26
C -4.58 0.25 1.18
C -3.63 0.45 0.21
C -2.37 -0.22 0.24
O -1.54 -0.12 -0.73
H 4.06 3.29 -1.70
H 6.42 3.75 -1.15
H 7.58 2.45 0.63
H 6.34 0.64 1.78
H 4.55 -0.67 2.14
H 1.88 -1.44 2.94
H 3.18 -2.43 2.26
H 0.94 -3.44 1.83
H 1.71 -2.95 0.31
H -0.97 -2.60 2.35
H -2.93 -1.92 3.16
H -5.12 -0.76 3.01
H -5.53 0.77 1.10
H -3.81 1.10 -0.64
O 1.27 -0.07 -3.21
S 0.33 0.97 -3.66
O 0.74 1.67 -4.84
O -0.02 1.83 -2.53
C -1.13 0.02 -4.10
C -1.96 0.62 -5.03
C -3.08 -0.04 -5.51
C -3.34 -1.33 -5.08
C -2.50 -1.93 -4.15
C -1.39 -1.28 -3.62
P -0.36 -2.13 -2.31
C 0.55 -3.35 -3.37
C -0.05 -4.42 -4.04
C 0.71 -5.30 -4.79
C 2.09 -5.13 -4.90
C 2.69 -4.07 -4.24
C 1.93 -3.19 -3.48
C -1.58 -3.25 -1.52
C -2.90 -2.88 -1.26
C -3.72 -3.66 -0.46
C -3.24 -4.83 0.10
C -1.93 -5.22 -0.15
C -1.11 -4.44 -0.94
H -1.71 1.61 -5.39
H -3.72 0.44 -6.24
H -4.19 -1.88 -5.46
H -2.74 -2.93 -3.81
H -1.11 -4.58 -3.95
H 0.23 -6.13 -5.30
H 2.68 -5.81 -5.49
H 3.76 -3.91 -4.32
H 2.41 -2.35 -2.99
H -3.28 -1.95 -1.66
H -4.73 -3.33 -0.27
H -3.88 -5.44 0.73
H -1.53 -6.13 0.29
H -0.09 -4.75 -1.12
C -2.66 2.58 3.91
C -1.82 3.47 3.00
C -2.71 4.14 1.96
Sb -0.22 2.43 2.02
C 0.96 2.00 3.76
C 0.58 0.65 4.36
C 0.94 3.08 4.84
C 0.75 4.27 1.42
C 0.46 4.55 -0.06
C 2.26 4.27 1.64
H -3.47 3.15 4.37
H -2.08 2.14 4.72
H -3.11 1.76 3.35
H -1.32 4.24 3.60
H -3.17 3.41 1.29
H -2.17 4.86 1.34
H -3.53 4.68 2.45
H 1.97 1.91 3.35
H -0.35 0.72 4.94
H 1.35 0.27 5.04
H 0.41 -0.12 3.60
H -0.03 3.10 5.34
H 1.12 4.08 4.45
H 1.69 2.89 5.61
H 0.29 5.05 2.04
H 0.82 3.74 -0.69
H 0.97 5.46 -0.38
H -0.60 4.66 -0.27
H 2.74 3.46 1.08
H 2.55 4.17 2.68
H 2.70 5.21 1.27
*
```

Version x
Computed, not measured: C43H49N2O5PSSbSr as an isolated structure, with wB97M-V/def2-TZVPD.

For the HOMO energy, the calculation gives -0.1736 hartree. For the lowest unoccupied orbital energy, the calculation gives 2.51 eV.

```
! RIJCOSX wB97M-V def2-TZVPD def2/J DEFGRID3
* xyz -1 1
Sr -0.38 -0.21 -0.30
O 1.14 -0.21 1.65
C 2.05 0.42 2.28
C 3.02 -0.28 3.07
C 4.02 0.39 3.74
C 4.13 1.79 3.69
C 3.19 2.49 2.97
C 2.15 1.85 2.27
C 1.20 2.70 1.59
N 0.20 2.36 0.87
C -0.64 3.44 0.39
C -0.86 3.34 -1.12
N -1.42 2.04 -1.44
C -2.63 2.01 -1.85
C -3.39 0.82 -2.20
C -4.79 0.96 -2.27
C -5.61 -0.11 -2.55
C -5.01 -1.36 -2.80
C -3.65 -1.52 -2.78
C -2.76 -0.44 -2.48
O -1.50 -0.60 -2.49
H 2.93 -1.36 3.10
H 4.74 -0.19 4.31
H 4.92 2.30 4.22
H 3.23 3.57 2.93
H 1.37 3.78 1.77
H -0.22 4.43 0.64
H -1.62 3.36 0.88
H 0.10 3.44 -1.63
H -1.51 4.16 -1.45
H -3.19 2.95 -1.95
H -5.22 1.94 -2.08
H -6.68 0.01 -2.59
H -5.64 -2.21 -3.01
H -3.19 -2.48 -2.95
O -1.53 -2.47 0.12
S -0.29 -3.26 0.20
O -0.39 -4.62 -0.26
O 0.82 -2.49 -0.39
C 0.08 -3.32 1.95
C 1.04 -4.26 2.31
C 1.48 -4.35 3.62
C 0.94 -3.50 4.57
C -0.03 -2.58 4.22
C -0.48 -2.46 2.90
P -1.73 -1.16 2.46
C -3.30 -2.10 2.48
C -4.32 -1.67 1.64
C -5.54 -2.33 1.61
C -5.74 -3.44 2.41
C -4.73 -3.90 3.23
C -3.51 -3.23 3.27
C -1.83 -0.21 4.03
C -2.73 -0.41 5.07
C -2.68 0.40 6.20
C -1.73 1.40 6.31
C -0.83 1.61 5.27
C -0.89 0.82 4.13
H 1.44 -4.91 1.54
H 2.23 -5.08 3.90
H 1.28 -3.56 5.60
H -0.42 -1.92 4.98
H -4.15 -0.82 0.98
H -6.31 -1.98 0.94
H -6.69 -3.97 2.37
H -4.88 -4.78 3.84
H -2.71 -3.60 3.90
H -3.48 -1.19 5.00
H -3.39 0.23 7.00
H -1.69 2.02 7.20
H -0.08 2.39 5.34
H -0.20 0.99 3.32
C 3.32 3.48 -2.44
C 3.07 2.23 -3.27
C 1.93 2.46 -4.26
Sb 2.62 0.53 -2.00
C 4.62 0.16 -1.24
C 4.98 1.01 -0.03
C 5.69 0.26 -2.32
C 2.67 -0.98 -3.55
C 1.28 -1.19 -4.15
C 3.19 -2.31 -3.00
H 3.50 4.35 -3.08
H 4.18 3.37 -1.78
H 2.46 3.72 -1.80
H 3.97 1.97 -3.82
H 0.97 2.57 -3.76
H 1.83 1.63 -4.97
H 2.11 3.37 -4.85
H 4.55 -0.88 -0.91
H 5.06 2.07 -0.29
H 5.96 0.71 0.36
H 4.26 0.92 0.78
H 5.82 1.30 -2.65
H 5.47 -0.34 -3.20
H 6.66 -0.07 -1.93
H 3.36 -0.61 -4.32
H 0.58 -1.58 -3.41
H 1.33 -1.91 -4.97
H 0.84 -0.27 -4.53
H 2.59 -2.65 -2.16
H 4.23 -2.26 -2.68
H 3.13 -3.08 -3.78
*
```

Most stable structure - version x; separation to the second - 0.787 eV.

Version w
Computed, not measured: a 2-piece molecular cluster, C2H7NO2Si overall, with wB97M-V/def2-TZVPD.

For the HOMO energy (alpha / beta), the calculation gives -0.3698 / -0.3700 hartree. For the lowest unoccupied orbital energy (alpha / beta), the calculation gives -1.52 / -1.52 eV.

```
! RIJCOSX wB97M-V def2-TZVPD def2/J DEFGRID3
* xyz 0 1
C -0.29 -1.56 0.36
C 0.16 -0.22 -0.12
N 1.53 0.13 -0.04
O 2.40 -0.71 0.03
O 1.70 1.31 -0.26
Si -0.81 1.50 0.08
H -1.32 -1.59 0.36
H 0.01 -1.55 1.39
H 0.00 -2.53 -0.10
H -0.17 -0.17 -2.00
H -0.22 2.55 -0.80
H -2.25 1.26 -0.43
H -0.76 1.56 1.55
*
```

Version x
Computed, not measured: a 2-piece molecular cluster, C2H7NO2Si overall, with wB97M-V/def2-TZVPD.

For the HOMO energy (alpha / beta), the calculation gives -0.3182 / -0.3641 hartree. For the lowest unoccupied orbital energy (alpha / beta), the calculation gives -1.60 / -0.71 eV.

```
! RIJCOSX wB97M-V def2-TZVPD def2/J DEFGRID3
* xyz 0 1
C -0.85 -1.52 0.11
C -0.50 -0.25 -0.54
N 1.88 0.15 0.18
O 2.39 -0.95 0.16
O 2.39 1.22 0.08
Si -0.63 1.54 0.07
H 0.05 -2.16 0.20
H -1.50 -2.14 -0.55
H -1.21 -1.66 1.12
H -0.04 -0.33 -1.57
H 0.26 2.22 -0.73
H -1.97 2.02 -0.01
H -0.29 1.87 1.49
*
```

Most stable structure - version x; separation to the second - 1.019 eV.